Record 1
The following is a DFT calculation (ωB97M-V/def2-TZVPD) of a cluster of 3 separate species, C3H11NO2 in total.

total charge: 0
SMILES: C=CCN.O.O
ΔE to the lowest compared entry with this formula, charge and spin: 46.10 kcal per mole
multiplicity: 1

Last column: Mulliken charge in e.
CARTESIAN COORDINATES (ANGSTROEM)
C (1.9647, 0.9915, 1.5775)  -0.728
C (1.5571, 0.1085, 0.6531)  -0.071
C (0.1472, 0.0807, 0.1351)  -0.546
N (-0.5069, -1.2148, 0.4507)  -0.468
H (2.7674, 0.6770, 2.2389)  0.260
H (1.7665, 2.0525, 1.4690)  0.282
H (2.1941, -0.6784, 0.2664)  0.235
H (0.0940, 0.1590, -0.9613)  0.277
H (-0.5074, 0.8921, 0.4508)  0.343
H (-1.3137, -1.0655, 1.0255)  0.224
H (-0.6406, -1.7281, -0.4032)  0.227
O (1.3442, -2.9751, 2.0196)  -0.654
H (1.7445, -3.3307, 1.2142)  0.309
H (0.4313, -2.8913, 1.7098)  0.310
O (-3.5327, 3.1364, -4.1573)  -0.640
H (-4.2388, 2.5946, -3.7972)  0.320
H (-3.1754, 3.6789, -3.4499)  0.320

***

Record 2
The following is a DFT calculation (ωB97M-V/def2-TZVPD) of a cluster of 2 separate species, C3H11NO2 in total.

total charge: 0
SMILES: NCCO.CO
ΔE to the lowest compared entry with this formula, charge and spin: 53.27 kcal per mole
multiplicity: 1

Last column: Mulliken charge in e.
CARTESIAN COORDINATES (ANGSTROEM)
N (-0.0230, -2.1610, 0.8875)  -0.585
C (0.2690, -1.2006, -0.1683)  -0.563
C (1.5713, -0.1951, 0.4493)  -0.617
O (1.6710, 1.0272, -0.1027)  -0.624
H (-0.5810, -2.9316, 0.5340)  0.211
H (0.8337, -2.5694, 1.2443)  0.213
H (0.7432, -1.6567, -1.0498)  0.308
H (-0.6777, -0.8990, -0.6303)  0.385
H (1.3368, -0.1809, 1.5238)  0.346
H (2.4591, -0.8025, 0.2470)  0.374
H (0.6599, 1.4733, 0.0159)  0.502
C (-1.5482, 1.9454, -0.7181)  -0.619
O (-0.7418, 1.5015, 0.3626)  -0.594
H (-2.6020, 1.7226, -0.5251)  0.300
H (-1.4117, 3.0218, -0.8112)  0.271
H (-1.2508, 1.4659, -1.6572)  0.295
H (-0.7078, 0.4392, 0.3984)  0.398

***

Record 3
The following is a DFT calculation (ωB97M-V/def2-TZVPD) of a cluster of 2 separate species, C3H11NO2 in total.

total charge: 0
SMILES: CCNCO.O
ΔE to the lowest compared entry with this formula, charge and spin: 16.53 kcal per mole
multiplicity: 1

Last column: Mulliken charge in e.
CARTESIAN COORDINATES (ANGSTROEM)
C (-1.4957, 0.2376, 0.7265)  -0.685
C (-1.1259, -1.0235, -0.0477)  -0.582
N (0.0952, -0.9406, -0.7971)  -0.300
C (1.3979, -0.8581, -0.2647)  -0.327
O (2.0978, -2.0647, -0.4045)  -0.516
H (-1.8178, -0.0644, 1.7258)  0.271
H (-0.6737, 0.9429, 0.8274)  0.074
H (-2.3103, 0.7844, 0.2488)  0.332
H (-1.9307, -1.3522, -0.7059)  0.364
H (-1.0234, -1.8707, 0.6013)  0.313
H (0.0313, -0.4608, -1.6825)  0.203
H (1.8921, -0.0195, -0.7499)  0.299
H (1.3477, -0.5983, 0.7957)  0.247
H (1.6678, -2.5094, -1.1410)  0.320
O (0.8582, 3.3337, -0.0061)  -0.640
H (1.0659, 2.9182, 0.8365)  0.312
H (-0.0763, 3.5456, 0.0373)  0.316

***

Record 4
The following is a DFT calculation (ωB97M-V/def2-TZVPD) of a cluster of 2 separate species, C3H11NO2 in total.

total charge: 0
SMILES: CCNCO.O
ΔE to the lowest compared entry with this formula, charge and spin: 29.30 kcal per mole
multiplicity: 1

Last column: Mulliken charge in e.
CARTESIAN COORDINATES (ANGSTROEM)
C (0.3168, 2.7684, -0.2891)  -1.036
C (0.3184, 1.2615, -0.2717)  -0.365
N (-0.8189, 0.6349, -1.0442)  -0.406
C (-0.4997, -0.7232, -1.2436)  -0.500
O (-0.1700, -1.5326, -0.0258)  -0.514
H (1.2007, 3.1650, 0.3653)  0.289
H (0.2183, 3.2185, -1.3286)  0.296
H (-0.6106, 3.0624, 0.3285)  0.251
H (0.2429, 0.8535, 0.6825)  0.371
H (1.2318, 0.8190, -0.8019)  0.309
H (-1.5726, 0.7238, -0.3948)  0.286
H (-1.4196, -1.2207, -1.4896)  0.352
H (0.2123, -0.7441, -2.0970)  0.352
H (0.8574, -1.6178, 0.1011)  0.321
O (0.4871, -3.5503, 2.6885)  -0.635
H (-0.4156, -3.4273, 3.0734)  0.319
H (0.4214, -3.6911, 1.7469)  0.308

***

Record 5
The following is a DFT calculation (ωB97M-V/def2-TZVPD) of a cluster of 3 separate species, C3H11NO2 in total.

total charge: 0
SMILES: C=NCC.O.O
ΔE to the lowest compared entry with this formula, charge and spin: 33.32 kcal per mole
multiplicity: 1

Last column: Mulliken charge in e.
CARTESIAN COORDINATES (ANGSTROEM)
C (1.9079, 0.9847, 1.0859)  -0.288
N (2.3372, 1.1630, -0.0792)  -0.429
C (2.9153, 0.1480, -0.9682)  -0.138
C (3.0978, -1.2162, -0.2792)  -1.211
H (1.8851, -0.0159, 1.5556)  0.238
H (1.6226, 1.8527, 1.6742)  0.268
H (2.1575, 0.0581, -1.7573)  0.224
H (3.8483, 0.5453, -1.3910)  0.300
H (3.7565, -1.8428, -0.9089)  0.338
H (3.7695, -1.2626, 0.5884)  0.360
H (2.1251, -1.6972, -0.1399)  0.339
O (-2.7564, -3.8199, 3.0873)  -0.641
H (-2.0797, -3.6316, 2.4404)  0.318
H (-3.3754, -3.0884, 3.1833)  0.322
O (-5.5052, 3.2633, -2.8870)  -0.626
H (-6.1929, 2.8581, -2.3603)  0.313
H (-5.0501, 2.4505, -3.0919)  0.313

***

Record 6
The following is a DFT calculation (ωB97M-V/def2-TZVPD) of a cluster of 3 separate species, C3H11NO2 in total.

total charge: 0
ΔE to the lowest compared entry with this formula, charge and spin: 128.64 kcal per mole
multiplicity: 1

Last column: Mulliken charge in e.
CARTESIAN COORDINATES (ANGSTROEM)
C (0.7958, -0.8135, 0.2230)  -0.252
C (-0.4595, 1.9908, -0.0944)  -0.668
C (2.0446, -0.0866, 0.5255)  -1.078
O (-0.4181, 0.9451, 0.8588)  -0.524
H (0.4237, -0.8766, -0.7902)  0.523
H (0.5278, -1.6509, 0.8474)  0.359
H (-1.3726, 2.5856, 0.0232)  0.296
H (0.3969, 2.6484, 0.0671)  0.255
H (-0.4235, 1.6151, -1.1254)  0.271
H (2.1578, 0.8321, -0.0485)  0.276
H (2.1446, 0.1287, 1.5888)  0.280
H (2.8741, -0.7583, 0.2505)  0.393
N (-1.6605, -1.7332, -0.9329)  -0.401
O (-1.5873, -1.1640, 0.3331)  -0.566
H (-1.0975, 0.2203, 0.6151)  0.432
H (-2.0285, -2.6768, -0.8320)  0.212
H (-2.3175, -1.2062, -1.5090)  0.193

***

Record 7
The following is a DFT calculation (ωB97M-V/def2-TZVPD) of a cluster of 3 separate species, C3H11NO3 in total.

expectation value of S²: 0.75
total charge: -1
ΔE to the lowest compared entry with this formula, charge and spin: 38.51 kcal per mole
multiplicity: 2

Last column: Löwdin spin population.
CARTESIAN COORDINATES (ANGSTROEM)
C (-0.3326, 0.9580, -1.6020)  0.379
N (0.2457, -0.1293, -1.0171)  0.127
C (1.4480, -0.9368, -1.4298)  0.077
C (1.8807, -2.0303, -0.3544)  0.033
O (-0.5437, 2.0850, -1.1183)  0.224
H (-0.7610, 0.6081, -2.6067)  0.044
H (0.0880, -0.1609, 0.0561)  0.020
H (1.4245, -1.3859, -2.5326)  0.009
H (2.2524, -0.2139, -1.3626)  0.029
H (2.7075, -2.6605, -0.7230)  0.004
H (2.4775, -1.4234, 0.4395)  0.004
H (1.1261, -2.8230, -0.0243)  0.006
H (-2.9457, 2.4178, 0.6104)  0.004
H (-1.5460, 1.8157, 0.4476)  0.008
O (-2.3260, 1.9987, 1.1636)  0.018
H (-1.5098, 0.6903, 4.0641)  0.001
H (-1.8940, 0.9828, 2.6873)  0.002
O (-1.7914, 0.2079, 3.3022)  0.011

***

Record 8
The following is a DFT calculation (ωB97M-V/def2-TZVPD) of a cluster of 3 separate species, C3H11NO3 in total.

total charge: 0
SMILES: CN(C)C=O.O.O
ΔE to the lowest compared entry with this formula, charge and spin: 26.35 kcal per mole
multiplicity: 1

Last column: Mulliken charge in e.
CARTESIAN COORDINATES (ANGSTROEM)
C (1.4657, -1.4420, 0.6190)  -0.954
N (0.0427, -1.1535, 0.3870)  0.152
C (-0.6976, -2.4028, 0.4165)  -0.994
C (-0.5977, -0.1009, 1.0056)  0.197
O (0.0130, 0.9053, 1.3209)  -0.692
H (1.7567, -2.0801, -0.2103)  0.336
H (1.6590, -1.9684, 1.5555)  0.338
H (2.0359, -0.5239, 0.7170)  0.302
H (-0.4774, -2.9335, 1.3568)  0.346
H (-0.4469, -3.1103, -0.3781)  0.291
H (-1.7680, -2.2141, 0.3430)  0.333
H (-1.6810, -0.1222, 0.8376)  0.283
O (-0.9784, 1.0517, -2.4094)  -0.625
H (-0.1142, 1.4705, -2.3149)  0.324
H (-0.9081, 0.3484, -3.0660)  0.298
O (0.7752, 2.6845, -0.6625)  -0.650
H (0.3759, 3.5484, -0.6328)  0.306
H (0.4628, 2.2135, 0.1368)  0.408

***

Record 9
The following is a DFT calculation (ωB97M-V/def2-TZVPD) of a cluster of 3 separate species, C3H11NO3 in total.

total charge: 0
SMILES: CNC(C)=O.O.O
ΔE to the lowest compared entry with this formula, charge and spin: 33.79 kcal per mole
multiplicity: 1

Last column: Mulliken charge in e.
CARTESIAN COORDINATES (ANGSTROEM)
C (-1.0905, -1.4864, 0.4437)  -0.781
N (-1.1825, -0.0472, 0.1586)  -0.130
C (-0.5180, 0.5199, -0.9023)  0.534
C (-0.0683, -0.1788, -2.1339)  -0.896
O (-0.5310, 1.7540, -0.8746)  -0.658
H (-0.8896, -2.0613, -0.4772)  0.238
H (-2.1316, -1.8625, 0.6623)  0.300
H (-0.6778, -1.7648, 1.4552)  0.230
H (-1.2680, 0.4965, 0.9999)  0.286
H (0.7330, 0.2547, -2.7067)  0.273
H (0.0241, -1.2943, -2.0365)  0.291
H (-0.9921, -0.0614, -2.7327)  0.322
O (2.7729, 0.8286, -0.5577)  -0.643
H (1.9634, 1.3289, -0.3447)  0.333
H (2.9926, 0.4363, 0.2880)  0.310
O (0.4372, 0.8328, 2.5809)  -0.622
H (-0.1260, 0.5561, 3.3243)  0.299
H (0.5520, 1.7488, 2.8533)  0.315

***

Record 10
The following is a DFT calculation (ωB97M-V/def2-TZVPD) of a structure of composition C3H11NO3S.

total charge: 0
ΔE to the lowest compared entry with this formula, charge and spin: 214.94 kcal per mole
multiplicity: 1

Last column: Mulliken charge in e.
CARTESIAN COORDINATES (ANGSTROEM)
O (-1.8596, -0.2215, -1.5309)  -0.417
C (-2.2645, -0.1335, -0.3260)  -0.042
N (-1.6296, 0.0202, 0.8406)  -0.254
C (-0.2415, 0.2304, 0.6049)  -0.502
C (0.0169, 1.5495, -0.0409)  -0.427
S (-0.6907, 2.8837, 1.0564)  -0.120
H (-3.3450, -0.2878, -0.1889)  0.447
H (-1.1777, -3.5404, 0.0093)  0.174
H (0.3204, 0.1507, 1.5475)  0.500
H (0.1219, -0.5436, -0.0772)  0.341
H (1.0522, 1.7084, -0.3398)  0.420
H (-0.6931, 1.5332, -0.8543)  0.370
H (-0.3828, 3.9905, 0.3513)  0.179
H (2.8893, -0.2824, -1.7288)  0.219
H (2.2442, -0.7471, -0.0381)  0.434
O (2.2675, -0.0408, -1.0513)  -0.717
H (-1.0755, -2.7867, -0.0770)  -0.189
H (2.5853, -1.9016, 1.1694)  0.255
O (1.8622, -1.5813, 0.6738)  -0.670

***

Record 11
The following is a DFT calculation (ωB97M-V/def2-TZVPD) of a structure of composition C3H11NO4.

total charge: 0
ΔE to the lowest compared entry with this formula, charge and spin: 66.40 kcal per mole
multiplicity: 1

Last column: Mulliken charge in e.
CARTESIAN COORDINATES (ANGSTROEM)
H (-0.8527, -1.7357, 0.8505)  0.441
O (-0.0844, -1.6168, 1.8126)  -0.600
O (-1.4622, -1.8156, -0.2348)  -0.644
H (0.7118, -1.9125, 1.4164)  0.489
H (0.1429, -0.6810, 1.4727)  0.480
C (-1.4235, -0.8394, -1.0207)  0.773
O (-1.5866, -0.7676, -2.1996)  -0.597
C (-1.3546, 0.5492, -0.1824)  -1.050
H (-1.9436, 1.3444, -0.6807)  0.447
N (-0.0468, 1.0325, 0.3151)  -0.365
H (-0.1303, 1.6177, 1.1214)  0.188
H (-1.9511, 0.3684, 0.7168)  0.489
C (0.6426, 1.7250, -0.8904)  -0.895
H (1.3869, 1.0696, -1.3129)  0.287
H (-0.0404, 2.2010, -1.5991)  0.318
H (1.1920, 2.6698, -0.6024)  0.303
O (2.0226, -1.3548, 0.3305)  -0.681
H (1.8308, -0.4804, 0.0557)  0.319
H (2.9467, -1.3738, 0.6311)  0.300

***

Record 12
The following is a DFT calculation (ωB97M-V/def2-TZVPD) of a cluster of 4 separate species, C3H11NO4 in total.

total charge: 0
ΔE to the lowest compared entry with this formula, charge and spin: 196.50 kcal per mole
multiplicity: 1

Last column: Mulliken charge in e.
CARTESIAN COORDINATES (ANGSTROEM)
C (2.4109, 1.2294, 0.4822)  -0.305
C (-0.6529, 0.8220, -1.3763)  -0.392
O (-2.0208, 0.9822, -1.0477)  -0.479
C (1.9325, 0.1787, -0.2867)  0.369
N (1.4071, -0.8857, 0.4196)  -0.337
O (1.9136, -0.0036, -1.5374)  -0.592
H (2.4126, 1.1920, 1.5618)  0.312
H (3.0442, 1.9589, -0.0207)  0.293
H (-0.3563, 1.4599, -2.2292)  0.329
H (-0.4929, -0.2492, -1.4940)  0.234
H (0.0721, 1.1227, -0.5550)  0.202
H (0.7445, -0.6331, 1.1955)  0.376
H (0.9903, -1.5588, -0.2173)  0.335
H (-0.7745, -1.5009, 2.3832)  0.273
H (-1.6147, -1.0050, 1.0313)  0.385
O (-0.7302, -0.8779, 1.6551)  -0.741
H (-2.1571, 0.0465, -0.6507)  0.475
H (-3.4791, -1.1865, 0.5849)  0.220
O (-2.6492, -1.0915, 0.1014)  -0.958

***

Record 13
The following is a DFT calculation (ωB97M-V/def2-TZVPD) of a cluster of 2 separate species, C3H11NOS in total.

total charge: 0
SMILES: NCCS.CO
ΔE to the lowest compared entry with this formula, charge and spin: 28.05 kcal per mole
multiplicity: 1

Last column: Mulliken charge in e.
CARTESIAN COORDINATES (ANGSTROEM)
N (-0.4924, -0.7487, 1.6322)  -0.574
C (0.5495, 0.1113, 1.0831)  -0.681
C (0.1171, 0.8975, -0.1333)  -0.434
S (1.3945, 2.1851, -0.5015)  -0.233
H (-0.1471, -1.4416, 2.2960)  0.207
H (-1.2877, -0.2765, 1.9624)  0.185
H (0.8725, 0.8041, 1.8446)  0.475
H (1.3943, -0.5413, 0.8442)  0.296
H (-0.8820, 1.3107, 0.0393)  0.345
H (0.0729, 0.1557, -0.9644)  0.237
H (0.7932, 2.5525, -1.6579)  0.139
C (-1.0161, -2.5907, -1.1040)  -0.583
O (-1.7264, -1.6145, -0.3945)  -0.559
H (-1.8048, -3.1651, -1.6357)  0.212
H (-0.3083, -2.1271, -1.8417)  0.240
H (-0.5016, -3.3367, -0.4318)  0.237
H (-1.1572, -1.2483, 0.2240)  0.491

***

| no. | E_tot (a.u.) |
| --- | --- |
| 1 | -326.0580 |
| 2 | -326.0466 |
| 3 | -326.1051 |
| 4 | -326.0848 |
| 5 | -326.0784 |
| 6 | -325.9265 |
| 7 | -401.2947 |
| 8 | -401.3711 |
| 9 | -401.3592 |
| 10 | -799.2472 |
| 11 | -476.5718 |
| 12 | -476.3645 |
| 13 | -649.0373 |